Entry 1:
Molecular formula: C60H153N11O19
Method: DFT, the ωB97M-V functional and the def2-TZVPD basis

Element x y z (Å)
C1 0.527347 -0.525679 2.811495
O1 0.144003 -0.059427 1.496915
C2 0.006540 1.338211 1.308286
C3 0.064946 1.636230 -0.196189
C4 1.394041 1.076549 -0.782408
N1 0.026549 3.028851 -0.500160
H1 1.468689 -0.135731 3.198698
H2 0.613177 -1.612219 2.798633
H3 -0.253877 -0.327761 3.545401
H4 -0.746141 1.873653 1.886964
H5 0.887778 1.781254 1.772224
H6 -0.679968 1.076420 -0.761714
H7 1.385666 1.410411 -1.819987
H8 1.595702 0.006087 -0.743160
H9 2.204832 1.660693 -0.347120
H10 -0.874135 3.315577 -0.144287
H11 -0.100574 3.181808 -1.490391
C5 -1.336627 1.986844 5.138939
O2 0.019060 1.574107 5.352799
C6 0.686684 2.363700 6.377173
C7 2.134627 1.994998 6.552786
C8 2.733116 2.888215 7.601418
N2 2.824958 2.139041 5.323206
H12 -1.381411 2.973182 4.677171
H13 -1.965053 2.012136 6.029190
H14 -1.835070 1.251885 4.506879
H15 0.514037 3.416230 6.152490
H16 0.149575 2.134514 7.297542
H17 2.250064 0.958082 6.868370
H18 3.797315 2.681567 7.714928
H19 2.203050 2.735232 8.541482
H20 2.658993 3.953353 7.382156
H21 2.574927 3.095967 5.118546
H22 2.233781 1.649486 4.666739
C9 4.538963 1.726956 1.909385
O3 5.862083 2.256126 1.985297
C10 6.275941 3.039988 0.849215
C11 7.708736 3.640287 1.059393
C12 8.237222 4.495260 -0.101745
N3 8.559876 2.448342 1.143236
H23 4.503336 1.057049 1.050294
H24 3.848531 2.553220 1.739960
H25 4.271896 1.212936 2.832721
H26 6.190788 2.386235 -0.018806
H27 5.509088 3.808966 0.755961
H28 7.754046 4.150507 2.021536
H29 8.077021 4.023572 -1.071258
H30 9.255603 4.868505 0.006335
H31 7.672252 5.421583 -0.205861
H32 9.425094 2.539177 1.656318
H33 7.960267 1.918812 1.759815
C13 -1.127303 -4.340953 2.564488
O4 -2.126880 -5.076556 1.933757
C14 -3.427357 -4.813270 2.452180
C15 -4.437069 -5.586424 1.635648
N4 -4.517248 -7.045417 1.924741
C16 -5.353364 -7.760119 0.986403
C17 -5.566749 -9.263265 1.430710
O5 -6.375798 -9.442604 2.575137
C18 -6.585308 -10.794928 2.897608
H34 -0.208074 -4.443497 1.987769
H35 -0.942600 -4.745716 3.559556
H36 -1.344499 -3.272850 2.555318
H37 -3.659698 -3.752042 2.363282
H38 -3.414955 -5.028948 3.520560
H39 -4.244217 -5.510982 0.565498
H40 -5.439532 -5.190441 1.797975
H41 -4.960324 -7.187676 2.821148
H42 -4.816145 -7.791338 0.038502
H43 -6.351137 -7.357277 0.812393
H44 -4.636481 -9.809788 1.585712
H45 -6.050268 -9.749647 0.583520
H46 -7.293234 -10.804256 3.726387
H47 -5.618996 -11.100562 3.298764
H48 -6.874887 -11.484858 2.104987
C19 4.829182 6.853162 0.191898
O6 4.076825 6.112753 -0.813502
C20 3.053201 5.247262 -0.387931
C21 1.763312 6.148959 -0.068170
N5 0.858578 5.380266 0.751602
C22 1.269379 4.917571 2.059267
C23 1.322845 6.018769 3.180826
O7 1.824786 5.451354 4.374212
C24 1.973010 6.431210 5.435399
H49 5.335034 6.240066 0.937772
H50 4.307157 7.668251 0.693108
H51 5.684243 7.299107 -0.316128
H52 3.423030 4.626121 0.427849
H53 2.770984 4.605086 -1.222235
H54 1.440322 6.480444 -1.055029
H55 2.103178 6.987615 0.539495
H56 0.480665 4.593759 0.242980
H57 2.213650 4.375069 2.105387
H58 0.530480 4.190956 2.397143
H59 0.292793 6.358188 3.289850
H60 1.938529 6.853864 2.846700
H61 2.609605 7.249477 5.098820
H62 2.459263 6.055361 6.335616
H63 1.010990 6.890673 5.662393
C25 -2.999188 5.901955 -3.598412
O8 -1.993753 5.370295 -2.704867
C26 -0.692818 5.184689 -3.265341
C27 -0.761442 3.896081 -4.207700
N6 -0.794430 2.687612 -3.375706
C28 -0.422485 1.382584 -4.020345
C29 -1.354949 0.918169 -5.111660
O9 -1.321174 1.774640 -6.199093
C30 -2.099429 1.234455 -7.258196
H64 -3.309964 5.066840 -4.226190
H65 -2.674042 6.693909 -4.273094
H66 -3.885960 6.347715 -3.147811
H67 0.034029 5.138136 -2.454388
H68 -0.337172 6.081549 -3.772552
H69 0.115199 3.915636 -4.855169
H70 -1.611976 3.903269 -4.889352
H71 -1.669967 2.517119 -2.901927
H72 -0.519775 0.678837 -3.193681
H73 0.572950 1.352085 -4.463373
H74 -2.388492 0.799198 -4.786522
H75 -0.956790 -0.069810 -5.342895
H76 -1.770153 0.252977 -7.599335
H77 -2.093877 1.875158 -8.140003
H78 -3.148306 1.203392 -6.963252
C31 4.482857 -1.737088 -1.267547
O10 3.660134 -1.649165 -2.405467
C32 3.854997 -0.463679 -3.138139
C33 3.059449 -0.661528 -4.413587
N7 3.389162 0.281591 -5.476063
C34 2.493926 0.207899 -6.610192
C35 2.237910 1.529999 -7.334336
O11 1.505535 1.235082 -8.521058
C36 1.204793 2.388162 -9.298155
H79 4.502560 -0.904892 -0.563888
H80 5.465707 -2.127941 -1.530880
H81 4.056558 -2.609536 -0.772359
H82 4.914836 -0.251291 -3.278695
H83 3.525193 0.397301 -2.556728
H84 1.983741 -0.591543 -4.252184
H85 3.301030 -1.670636 -4.747425
H86 4.339806 0.174503 -5.799973
H87 1.507407 -0.195566 -6.381926
H88 2.903279 -0.486317 -7.344086
H89 3.194495 2.017191 -7.523242
H90 1.688111 2.132410 -6.611203
H91 2.046206 2.842512 -9.821312
H92 0.769231 3.222826 -8.748875
H93 0.374273 2.293400 -9.997704
C37 -4.194539 -0.768595 1.700333
O12 -4.077372 -1.005233 0.328301
C38 -2.719698 -1.231748 -0.054431
C39 -2.631081 -1.402860 -1.597994
N8 -3.345298 -2.539987 -2.156435
C40 -3.063250 -3.901766 -1.555173
C41 -4.015932 -4.962995 -2.223004
O13 -5.361593 -4.695006 -1.951678
C42 -6.155673 -5.896441 -2.129485
H94 -5.241074 -0.603929 1.956772
H95 -3.785708 0.199797 1.988734
H96 -3.830969 -1.630499 2.259836
H97 -2.299842 -2.166823 0.316320
H98 -2.081329 -0.414618 0.281548
H99 -1.630111 -1.472050 -2.023873
H100 -2.942136 -0.456161 -2.039727
H101 -4.327851 -2.387057 -1.979480
H102 -3.371912 -3.876588 -0.510085
H103 -1.999102 -4.134554 -1.593926
H104 -3.740257 -5.969620 -1.908653
H105 -3.827581 -4.790169 -3.282604
H106 -7.153359 -5.795499 -1.702244
H107 -5.684928 -6.791184 -1.722150
H108 -6.190697 -6.207406 -3.173599
C43 -1.600477 -2.706685 -8.228430
O14 -1.680772 -2.647402 -6.832970
C44 -0.601225 -3.236986 -6.076660
C45 -1.064021 -3.317878 -4.576134
N9 -0.267318 -4.302051 -3.796221
C46 1.051524 -3.735227 -3.577974
C47 1.662913 -4.500679 -2.305872
O15 0.782078 -4.436729 -1.163368
C48 0.593039 -3.186060 -0.546279
H109 -0.597028 -2.399403 -8.523002
H110 -2.277649 -2.020782 -8.737415
H111 -1.678477 -3.710868 -8.645118
H112 0.343092 -2.694744 -6.124900
H113 -0.466508 -4.274330 -6.383056
H114 -2.072035 -3.720419 -4.675971
H115 -1.082465 -2.354533 -4.066507
H116 -0.652812 -4.437877 -2.872607
H117 0.982545 -2.675797 -3.331100
H118 1.675805 -3.752563 -4.471318
H119 2.677244 -4.160933 -2.096585
H120 1.839024 -5.560446 -2.490180
H121 0.844140 -3.264189 0.511522
H122 -0.411159 -2.779526 -0.666378
H123 1.260295 -2.460841 -1.012020
C49 -0.482709 -7.503480 6.261576
O16 0.864356 -7.325781 6.645645
C50 1.258143 -5.981902 6.737385
C51 1.734912 -5.425146 5.383094
N10 2.183164 -4.021714 5.523484
C52 2.706011 -3.410378 4.266427
C53 3.511417 -2.163926 4.383576
O17 4.745182 -2.467418 5.083405
C54 5.544746 -1.291186 5.273533
H124 -0.643069 -7.141402 5.246054
H125 -1.169452 -7.024585 6.959529
H126 -0.682971 -8.574788 6.278693
H127 2.135181 -6.041173 7.381881
H128 0.479911 -5.364273 7.185696
H129 0.973788 -5.524552 4.609201
H130 2.593052 -6.004429 5.042312
H131 2.789183 -3.925251 6.325686
H132 1.977172 -3.285294 3.465652
H133 3.424039 -4.106719 3.833234
H134 3.006059 -1.415309 4.993730
H135 3.704259 -1.809731 3.370925
H136 5.558301 -0.609002 4.423509
H137 6.490582 -1.696038 5.633533
H138 5.104495 -0.637225 6.026270
C55 -4.868083 5.032966 3.594185
O18 -4.552291 5.316240 2.264637
C56 -3.127392 5.354528 2.052986
C57 -2.649815 5.492274 0.566462
N11 -2.522632 4.234262 -0.240066
C58 -3.882344 3.607372 -0.342127
C59 -3.839906 2.220541 -1.035858
O19 -3.400540 2.250926 -2.407389
C60 -4.438471 2.492179 -3.377235
H139 -5.931167 5.095053 3.826770
H140 -4.418294 5.771463 4.257816
H141 -4.522785 4.037132 3.872013
H142 -2.619621 4.520091 2.536710
H143 -2.762903 6.233882 2.584006
H144 -1.663124 5.955365 0.574678
H145 -3.217482 6.212451 -0.022764
H146 -2.332827 4.460384 -1.205950
H147 -4.650743 4.236216 -0.791812
H148 -4.203245 3.349706 0.667196
H149 -4.757398 1.666029 -0.838845
H150 -3.081090 1.672029 -0.477794
H151 -5.229285 1.767678 -3.182760
H152 -4.122001 2.231690 -4.387236
H153 -4.754266 3.535091 -3.350700

Atoms 1-3, force components in eV/Å:
-0.8871 0.1631 -0.4753
-0.2621 -0.7235 0.7138
1.5812 0.2944 0.2352

## Properties
- molar mass (u) = 1332.94
- total charge = 0
- relative energy (zero: lowest compared OMol25 entry of this formula, charge and spin) (eV) = 3.345
- largest force on an atom (hartree/bohr) = 0.0688
- HOMO energy (eV) = -7.8
- LUMO energy (Eh) = 0.0185
- orbital gap (eV) = 8.259
- SMILES = COC[C@H](C)N.COC[C@H](C)N.COC[C@H](C)N.COCCNCCOC.COCCNCCOC.COCCNCCOC.COCCNCCOC.COCCNCCOC.COCCNCCOC.COCCNCCOC.COCCNCCOC

Entry 2:
Molecular formula: C4H23N2O6
Method: DFT, the ωB97M-V functional and the def2-TZVPD basis

Element x y z (Å)
N1 -0.919249 -0.438626 0.150829
C1 0.589976 -0.621744 0.382629
C2 0.867440 -0.623961 1.869827
O1 -0.222456 -1.305874 2.529562
C3 0.870977 -2.089570 -0.104462
N2 2.071740 -2.009827 -0.936673
C4 1.837351 -1.571236 -2.300324
H1 -0.984967 -0.304513 -0.870788
H2 -1.317789 0.376299 0.691546
H3 -1.479389 -1.174932 0.556154
H4 1.151553 0.137618 -0.175669
H5 0.860416 0.361494 2.384580
H6 1.824134 -1.092500 2.082484
H7 -0.066679 -2.255766 2.549212
H8 1.212446 -2.533899 0.814405
H9 0.025194 -2.663030 -0.496099
H10 2.751499 -2.750869 -0.910241
H11 2.786574 -1.370102 -2.836344
H12 1.024388 -0.825679 -2.304798
H13 1.433058 -2.295871 -3.073606
H14 1.454952 2.315241 0.323431
H15 1.350616 3.596776 1.125049
O2 1.518609 2.650803 1.231605
H16 -3.510718 -0.302697 2.017874
H17 -4.002987 0.500312 0.918336
O3 -3.301811 -0.145729 1.083519
H18 -0.476047 3.177104 -0.843338
H19 0.684127 3.014268 -1.836596
O4 0.210752 2.561600 -1.127108
H20 -2.275802 0.356614 -3.286049
H21 -1.812458 1.004318 -2.175789
O5 -1.519785 0.219854 -2.687672
H22 -0.213941 2.481425 1.572002
H23 -1.362055 1.636620 2.263517
O6 -1.059669 1.986084 1.418981

Atoms 1-3, force components in eV/Å:
1.4347 1.6555 0.4038
-1.5671 -1.3670 -0.1165
-0.8766 1.0202 1.4263

## Properties
- molar mass (u) = 195.24
- total charge = +1
- relative energy (zero: lowest compared OMol25 entry of this formula, charge and spin) (eV) = 1.061
- largest force on an atom (hartree/bohr) = 0.0478
- HOMO energy (eV) = -11.8
- LUMO energy (Eh) = -0.1040
- orbital gap (eV) = 8.934

Entry 3:
Molecular formula: C4H31N2O10
Method: DFT, the ωB97M-V functional and the def2-TZVPD basis

Element x y z (Å)
C1 0.573054 1.701378 -1.606919
C2 1.165743 0.445168 -0.896509
C3 1.072644 0.719334 0.544076
C4 0.029763 0.685049 1.348531
N1 2.376035 0.995696 1.209651
N2 -0.868179 1.662144 -1.795311
H1 0.980935 2.633906 -1.197713
H2 1.046519 1.739513 -2.598700
H3 2.038506 0.088524 -1.443168
H4 0.495136 -0.382886 -1.142680
H5 -0.868903 0.082151 1.335249
H6 0.088265 0.923295 2.409442
H7 2.388975 1.409404 2.144728
H8 2.785239 1.717184 0.579724
H9 2.958700 0.119951 1.240253
H10 -1.337121 2.042647 -0.973881
H11 -1.260955 2.222186 -2.547805
H12 4.497254 2.437746 -1.131752
H13 5.222120 2.363639 0.059539
O1 4.378554 1.984640 -0.267395
H14 3.105502 -0.416508 -3.725585
H15 2.804926 -1.734001 -3.039058
O2 3.289857 -0.923452 -2.921420
H16 -4.109749 -1.646798 -1.203097
H17 -3.347730 -0.518153 -0.440092
O3 -3.946523 -1.263758 -0.316440
H18 -3.387771 1.483187 2.651107
H19 -2.204462 2.781038 2.633116
O4 -3.066021 2.401319 2.472548
H20 4.998403 -0.970749 0.713088
H21 3.882371 -1.705036 1.681971
O5 4.267275 -0.866179 1.403188
H22 -2.131229 -1.504610 -2.059633
H23 -1.780408 -2.718325 -2.946258
O6 -2.277797 -2.481017 -2.142202
H24 0.438798 -3.884216 1.876279
H25 -0.189477 -2.499815 2.391946
O7 0.525493 -2.919905 1.939482
H26 -2.907039 2.740964 0.876804
H27 -3.540280 3.299747 -0.361209
O8 -2.661326 3.233010 0.038688
H28 -0.900317 -4.940748 -0.298633
H29 -1.234402 -3.656064 -1.029870
O9 -0.463692 -4.224347 -0.799899
H30 -3.817206 0.004728 1.207614
H31 -4.812668 -0.410869 2.229034
O10 -3.909841 -0.240728 2.131523

Atoms 1-3, force components in eV/Å:
0.9925 0.1255 -1.9601
-1.8152 0.1892 -1.2180
0.8710 -0.8860 1.7778

## Properties
- molar mass (u) = 267.30
- total charge = 0
- relative energy (zero: lowest compared OMol25 entry of this formula, charge and spin) (eV) = 2.535
- largest force on an atom (hartree/bohr) = 0.0495
- HOMO energy (spin up / spin down) (eV) = -2.4 / -9.5
- LUMO energy (spin up / spin down) (Eh) = -0.0017 / -0.0033
- orbital gap (spin up / spin down) (eV) = 2.327 / 9.392
- multiplicity = 2